{
  "formula": "C34H36N2O4SSn",
  "method": "ωB97M-V/def2-TZVPD",
  "homo_energy_ev": -8.31,
  "gap_ev": 7.9723,
  "charge": 0,
  "relative_energy_kj_mol": 0.00,
  "elements": ["Sn", "C", "C", "C", "O", "C", "C", "O", "C", "O", "C", "C", "C", "C", "C", "C", "C", "C", "C", "C", "C", "C", "C", "O", "C", "C", "C", "C", "C", "C", "C", "C", "C", "C", "C", "C", "H", "H", "H", "H", "H", "H", "H", "H", "H", "H", "H", "H", "H", "H", "H", "H", "H", "H", "H", "H", "H", "H", "H", "H", "H", "H", "H", "H", "C", "N", "C", "S", "N", "C", "H", "H", "H", "H", "H", "H", "H", "H"],
  "xyz": [[-0.672, -0.201, -2.089], [-2.559, -0.994, 4.141], [-2.612, -1.275, 2.662], [-3.607, -2.328, 2.284], [-1.292, -1.611, 2.237], [-0.999, -0.893, 1.073], [-1.775, 0.425, 1.336], [-2.969, -0.139, 1.901], [-2.211, 1.232, 0.102], [-2.261, 0.403, -1.046], [-3.598, 1.830, 0.356], [-4.698, 1.278, -0.242], [-5.960, 1.858, -0.076], [-6.120, 3.007, 0.680], [-4.993, 3.628, 1.216], [-3.743, 3.054, 1.058], [-1.242, 2.418, -0.146], [-1.437, 3.149, -1.326], [-0.557, 4.132, -1.761], [0.576, 4.427, -1.004], [0.800, 3.731, 0.167], [-0.127, 2.764, 0.629], [0.533, -0.762, 0.715], [0.545, -0.108, -0.515], [1.367, 0.029, 1.695], [2.521, 0.661, 1.205], [3.392, 1.333, 2.046], [3.128, 1.383, 3.425], [2.010, 0.753, 3.921], [1.124, 0.111, 3.045], [1.125, -2.158, 0.512], [1.411, -3.032, 1.566], [1.952, -4.289, 1.338], [2.226, -4.732, 0.059], [1.884, -3.949, -1.014], [1.361, -2.666, -0.777], [-2.216, -1.839, 4.716], [-3.547, -0.696, 4.505], [-1.901, -0.149, 4.294], [-3.613, -3.218, 2.925], [-3.369, -2.607, 1.272], [-4.594, -1.889, 2.289], [-1.480, -1.353, 0.192], [-1.306, 1.061, 2.111], [-4.635, 0.371, -0.797], [-6.820, 1.474, -0.588], [-7.118, 3.427, 0.781], [-5.121, 4.583, 1.742], [-2.886, 3.573, 1.443], [-2.305, 2.942, -1.954], [-0.761, 4.572, -2.745], [1.290, 5.140, -1.384], [1.698, 3.869, 0.747], [0.149, 2.168, 1.484], [2.713, 0.600, 0.137], [4.261, 1.836, 1.654], [3.799, 1.912, 4.068], [1.765, 0.774, 4.965], [0.227, -0.349, 3.462], [1.184, -2.704, 2.603], [2.142, -4.958, 2.155], [2.652, -5.710, -0.089], [2.025, -4.238, -2.022], [1.139, -2.020, -1.633], [4.803, -1.245, -3.354], [4.132, -0.228, -4.139], [2.981, -0.501, -4.813], [1.824, 0.683, -5.039], [2.826, -1.718, -5.342], [3.939, -2.484, -5.896], [5.216, -0.719, -2.516], [5.637, -1.713, -3.914], [4.099, -1.973, -2.973], [4.070, 0.679, -3.711], [1.944, -1.757, -5.882], [4.123, -3.360, -5.277], [4.826, -1.869, -5.963], [3.679, -2.839, -6.888]],
  "forces_ev_per_a": [[-0.1, 0.3, -0.2], [-0.4, 0.7, 0.0], [0.0, -0.1, 0.0], [-0.1, -0.6, 0.1], [0.5, -0.7, 0.3], [0.4, 1.1, 0.0], [-0.4, -0.6, 0.3], [0.2, 0.3, 0.2], [0.5, 0.6, 0.2], [-0.3, 0.5, 0.2], [0.5, 1.2, 0.0], [-1.2, 0.2, 0.4], [0.4, 0.4, 0.2], [0.1, 0.0, -0.3], [-0.4, 0.2, 0.3], [-0.3, -0.8, -0.4], [0.6, 0.2, -0.3], [-0.2, 0.1, -0.3], [-0.3, -0.4, -0.2], [-0.2, -0.2, -0.4], [-0.9, -0.6, 0.5], [0.3, 0.0, -1.0], [-1.2, -0.4, -0.2], [0.3, 0.4, -0.3], [0.9, 0.2, -0.1], [0.1, -0.2, -0.2], [-0.6, -0.1, 0.4], [0.0, -0.2, -0.7], [-0.4, 0.0, -0.7], [-0.4, -0.3, 0.9], [0.3, -1.2, -0.4], [-0.3, 0.6, 0.9], [-0.1, 0.3, 0.1], [-0.1, -0.4, -0.1], [-0.4, 1.6, 0.7], [-0.2, 0.3, -0.1], [0.2, -0.3, 0.1], [0.0, -0.1, -0.1], [0.3, 0.2, 0.2], [0.2, 0.3, -0.1], [-0.1, -0.3, -0.5], [-0.3, 0.1, 0.1], [0.2, -0.1, 0.3], [0.0, -0.3, -0.5], [0.3, -0.4, -0.4], [-0.3, -0.4, -0.1], [0.2, 0.1, 0.1], [0.2, -0.5, -0.2], [0.3, 0.0, 0.1], [0.1, -0.1, 0.2], [0.3, 0.1, 0.6], [0.2, 0.1, 0.1], [0.1, 0.2, 0.1], [0.0, 0.2, 0.2], [0.0, 0.1, 0.1], [0.1, 0.0, -0.1], [0.3, 0.2, 0.4], [0.0, 0.1, 0.4], [0.3, 0.0, -0.1], [0.3, -0.3, -0.8], [0.1, -0.1, 0.4], [0.1, -0.2, 0.0], [0.2, -0.5, -0.8], [0.3, -0.4, 0.3], [0.7, 0.1, -0.3], [-0.7, -0.3, -0.3], [0.2, 1.1, 0.1], [-0.3, 0.1, 0.2], [-1.0, -0.6, -1.1], [-0.3, -0.4, 0.3], [0.4, 0.0, 0.5], [-0.5, 0.1, 0.4], [-0.1, -0.4, 0.0], [0.1, 0.1, 0.0], [0.9, 0.0, 0.6], [0.3, 0.0, 0.0], [0.2, 0.1, 0.0], [-0.1, 0.1, -0.1]]
}

---

{
  "formula": "C5H10O2",
  "method": "ωB97M-V/def2-TZVPD",
  "homo_energy_ev": -9.53,
  "gap_ev": 10.5551,
  "charge": 0,
  "relative_energy_kj_mol": 346.37,
  "elements": ["C", "C", "O", "C", "C", "C", "O", "H", "H", "H", "H", "H", "H", "H", "H", "H", "H"],
  "xyz": [[-2.156, -0.434, 0.772], [-1.791, 0.576, -0.270], [-1.420, 1.700, -0.030], [0.577, -0.355, -0.775], [1.864, 0.442, -0.699], [1.918, -0.111, 0.737], [0.727, -0.902, 0.544], [-3.218, -0.212, 0.914], [-2.051, -1.476, 0.450], [-1.607, -0.270, 1.701], [-1.912, 0.206, -1.315], [-0.156, 0.411, -0.807], [0.369, -1.118, -1.533], [2.634, 0.138, -1.402], [1.659, 1.517, -0.769], [1.772, 0.625, 1.537], [2.790, -0.737, 0.945]],
  "forces_ev_per_a": [[-0.2, 0.1, 0.1], [-0.5, 0.0, 0.1], [-0.7, 0.2, 0.1], [0.2, -0.3, -0.4], [0.2, 0.0, 0.0], [0.5, 0.1, 0.1], [0.2, 0.0, -0.1], [-0.1, -0.3, 0.3], [0.0, 0.3, -0.1], [-0.1, 0.1, -0.1], [-0.4, 0.4, 0.1], [-0.1, -0.4, -0.3], [0.4, 0.0, 0.0], [0.3, 0.1, 0.2], [0.3, -0.3, 0.0], [0.1, -0.1, -0.2], [-0.1, 0.0, 0.2]]
}

---

{
  "formula": "C27H44GeIrN2O2",
  "method": "ωB97M-V/def2-TZVPD",
  "homo_energy_ev": [-10.47, -10.25],
  "gap_ev": [6.1895, 6.2202],
  "charge": 1,
  "relative_energy_kj_mol": 273.68,
  "elements": ["Ir", "C", "N", "C", "C", "C", "C", "C", "C", "C", "C", "H", "H", "H", "H", "H", "H", "H", "H", "H", "H", "H", "H", "H", "C", "O", "C", "O", "H", "H", "H", "C", "C", "C", "C", "C", "C", "C", "C", "N", "H", "H", "H", "H", "H", "H", "H", "H", "H", "C", "C", "C", "C", "Ge", "C", "C", "C", "C", "H", "H", "H", "H", "H", "H", "H", "H", "H", "H", "H", "H", "H", "H", "H", "H", "H", "H", "H"],
  "xyz": [[-0.295, -0.288, 0.308], [-0.930, 1.460, -3.569], [-1.489, 2.502, -2.656], [-2.382, 3.419, -3.412], [-2.171, 1.939, -1.396], [-2.612, 0.525, -1.580], [-3.777, 0.262, -2.302], [-4.140, -1.039, -2.607], [-3.332, -2.082, -2.176], [-2.199, -1.823, -1.418], [-1.822, -0.519, -1.085], [-0.322, 1.964, -4.316], [-1.754, 0.934, -4.041], [-0.335, 0.762, -2.990], [-0.699, 3.062, -2.317], [-3.250, 2.856, -3.749], [-1.842, 3.811, -4.271], [-2.691, 4.234, -2.764], [-2.984, 2.623, -1.160], [-1.426, 1.996, -0.605], [-4.412, 1.083, -2.619], [-5.043, -1.237, -3.168], [-3.596, -3.105, -2.410], [-1.613, -2.661, -1.059], [2.805, -1.029, -0.974], [2.788, -0.485, 0.352], [1.660, -0.075, 0.886], [1.549, 0.345, 2.003], [3.580, -1.789, -0.980], [3.057, -0.236, -1.676], [1.840, -1.467, -1.224], [-3.420, -2.116, 2.121], [-2.354, -3.161, 2.240], [-2.611, -4.417, 2.749], [-1.603, -5.372, 2.832], [-0.308, -5.084, 2.413], [0.018, -3.838, 1.919], [1.411, -3.499, 1.483], [-1.021, -2.867, 1.830], [-0.749, -1.647, 1.370], [-4.374, -2.499, 2.477], [-3.533, -1.801, 1.081], [-3.166, -1.226, 2.699], [-3.613, -4.659, 3.080], [-1.828, -6.353, 3.230], [0.462, -5.842, 2.482], [2.071, -4.352, 1.621], [1.804, -2.659, 2.060], [1.436, -3.208, 0.430], [3.217, 6.843, 0.364], [2.426, 5.840, -0.461], [1.236, 5.253, 0.293], [0.504, 4.192, -0.547], [1.947, 2.806, -0.866], [2.136, 2.862, -2.875], [1.529, 3.988, -3.704], [1.826, 3.877, -5.196], [1.095, 4.927, -6.022], [4.044, 7.268, -0.205], [3.628, 6.374, 1.259], [2.573, 7.664, 0.684], [3.105, 5.025, -0.774], [2.075, 6.305, -1.387], [0.556, 6.057, 0.588], [1.593, 4.796, 1.221], [0.094, 4.684, -1.438], [-0.319, 3.782, 0.048], [0.402, 0.512, -0.967], [1.825, 1.880, -3.257], [3.224, 2.855, -3.022], [1.892, 4.952, -3.336], [0.439, 4.045, -3.574], [1.561, 2.872, -5.544], [2.905, 3.969, -5.349], [0.010, 4.818, -5.929], [1.343, 4.849, -7.080], [1.353, 5.934, -5.693]],
  "forces_ev_per_a": [[0.1, -0.5, 0.3], [0.0, 0.0, 0.0], [0.0, 0.0, 0.0], [0.0, 0.0, 0.0], [0.1, 0.0, 0.0], [0.0, 0.0, 0.0], [0.0, 0.0, 0.0], [0.0, 0.0, 0.0], [0.0, 0.0, 0.0], [0.0, -0.1, 0.0], [0.3, 0.0, -0.1], [0.0, 0.0, 0.0], [0.0, 0.0, 0.0], [0.0, 0.0, 0.0], [0.0, 0.0, 0.0], [0.0, 0.0, 0.0], [0.0, 0.0, 0.0], [0.0, 0.0, 0.0], [0.0, 0.0, 0.0], [0.0, 0.0, 0.0], [0.0, 0.0, 0.0], [0.0, 0.0, 0.0], [0.0, 0.0, 0.0], [0.0, 0.0, 0.0], [-0.1, 0.1, 0.0], [0.0, 0.0, 0.0], [-0.3, 0.1, -0.3], [0.2, 0.0, 0.0], [0.0, 0.0, 0.0], [0.0, 0.0, 0.0], [0.0, 0.0, 0.0], [0.0, 0.0, 0.0], [0.0, 0.0, -0.1], [0.0, 0.0, 0.0], [0.0, 0.1, 0.0], [0.0, 0.0, 0.0], [0.0, 0.1, 0.0], [0.0, 0.0, 0.0], [-0.2, -0.1, 0.0], [0.1, 0.2, 0.1], [0.0, 0.0, 0.0], [0.0, 0.0, 0.0], [0.0, 0.0, 0.0], [0.0, 0.0, 0.0], [0.0, 0.0, 0.0], [0.0, 0.0, 0.0], [0.0, 0.0, 0.0], [0.0, 0.0, 0.0], [0.0, 0.0, 0.0], [0.0, 0.0, 0.0], [0.0, 0.0, 0.0], [0.0, 0.0, 0.0], [-0.1, 0.0, 0.0], [0.0, 0.0, 0.0], [0.0, 0.0, 0.0], [0.0, 0.0, 0.0], [0.0, 0.0, 0.0], [0.0, 0.0, 0.0], [0.0, 0.0, 0.0], [0.0, 0.0, 0.0], [0.0, 0.0, 0.0], [0.0, 0.0, 0.0], [0.0, 0.0, 0.0], [0.0, 0.0, 0.0], [0.0, 0.0, 0.0], [0.0, 0.0, 0.0], [0.0, 0.0, 0.0], [-0.1, 0.1, -0.1], [0.0, 0.0, 0.0], [0.0, 0.0, 0.0], [0.0, 0.0, 0.0], [0.0, 0.0, 0.0], [0.0, 0.0, 0.0], [0.0, 0.0, 0.0], [0.0, 0.0, 0.0], [0.0, 0.0, 0.0], [0.0, 0.0, 0.0]]
}

---

{
  "formula": "C40H48Cl3GeHfN4O2P2Se",
  "method": "ωB97M-V/def2-TZVPD",
  "homo_energy_ev": [-7.47, -7.65],
  "spin_multiplicity": 2,
  "gap_ev": [7.0945, 5.6304],
  "charge": 0,
  "relative_energy_kj_mol": 0.00,
  "elements": ["Hf", "C", "C", "C", "P", "C", "C", "C", "C", "C", "C", "C", "C", "C", "N", "C", "C", "C", "C", "C", "C", "P", "C", "C", "C", "C", "C", "C", "H", "H", "H", "H", "H", "H", "H", "H", "H", "H", "H", "H", "H", "H", "H", "H", "H", "H", "H", "H", "H", "H", "H", "H", "H", "H", "H", "H", "H", "H", "H", "H", "H", "H", "H", "H", "C", "O", "C", "C", "C", "C", "C", "C", "N", "N", "C", "C", "C", "C", "O", "C", "N", "C", "C", "C", "C", "H", "H", "H", "H", "H", "H", "H", "H", "H", "H", "H", "H", "Se", "Cl", "Ge", "Cl", "Cl"],
  "xyz": [[-0.681, -0.079, -0.078], [-0.485, -4.393, -3.532], [-1.216, -3.704, -2.378], [-2.356, -2.860, -2.951], [-0.118, -2.707, -1.274], [0.806, -3.874, -0.181], [1.105, -5.259, -0.761], [0.088, -4.036, 1.161], [1.135, -1.925, -2.338], [2.369, -2.483, -2.659], [3.307, -1.750, -3.368], [3.014, -0.444, -3.746], [1.797, 0.127, -3.417], [0.849, -0.609, -2.709], [-0.388, -0.049, -2.287], [-1.205, 0.438, -3.324], [-0.958, 0.117, -4.673], [-1.777, 0.579, -5.685], [-2.890, 1.367, -5.407], [-3.164, 1.655, -4.085], [-2.347, 1.202, -3.048], [-2.759, 1.527, -1.324], [-2.691, 3.381, -1.149], [-4.004, 4.136, -1.347], [-1.611, 3.952, -2.066], [-4.563, 1.121, -1.216], [-4.956, -0.212, -1.842], [-5.013, 1.188, 0.248], [-1.212, -4.917, -4.156], [0.258, -5.120, -3.211], [0.015, -3.652, -4.159], [-1.644, -4.456, -1.704], [-1.975, -2.118, -3.656], [-2.909, -2.337, -2.177], [-3.045, -3.509, -3.495], [1.753, -3.357, 0.002], [0.185, -5.807, -0.971], [1.666, -5.837, -0.024], [1.697, -5.231, -1.673], [-0.871, -4.545, 1.033], [-0.115, -3.083, 1.647], [0.703, -4.641, 1.831], [2.608, -3.493, -2.353], [4.261, -2.192, -3.623], [3.749, 0.138, -4.289], [1.572, 1.148, -3.700], [-0.118, -0.511, -4.933], [-1.548, 0.308, -6.708], [-3.528, 1.732, -6.199], [-4.042, 2.244, -3.843], [-2.356, 3.536, -0.122], [-4.374, 4.046, -2.371], [-3.827, 5.198, -1.166], [-4.795, 3.817, -0.671], [-1.941, 3.958, -3.105], [-0.682, 3.384, -2.024], [-1.375, 4.974, -1.766], [-5.069, 1.917, -1.767], [-4.460, -1.039, -1.339], [-4.717, -0.260, -2.905], [-6.034, -0.353, -1.730], [-4.677, 0.300, 0.787], [-6.102, 1.226, 0.310], [-4.620, 2.060, 0.776], [3.102, 5.406, 4.543], [2.869, 4.607, 5.695], [3.229, 3.300, 5.631], [3.861, 2.718, 4.538], [4.147, 1.357, 4.546], [3.823, 0.589, 5.648], [3.264, 1.194, 6.772], [2.940, 2.533, 6.760], [4.106, -0.823, 5.817], [3.880, -1.662, 4.942], [3.224, -1.306, 3.687], [3.871, -1.537, 2.511], [3.245, -1.315, 1.259], [1.945, -0.903, 1.219], [1.265, -0.626, 0.100], [1.234, -0.737, 2.433], [-0.083, -0.428, 2.293], [-0.800, -0.243, 3.374], [-0.269, -0.381, 4.668], [1.042, -0.735, 4.821], [1.852, -0.921, 3.677], [2.717, 6.393, 4.781], [2.576, 5.004, 3.675], [4.170, 5.477, 4.323], [4.118, 3.299, 3.668], [4.624, 0.917, 3.681], [3.076, 0.589, 7.651], [2.477, 3.009, 7.614], [4.899, -1.878, 2.536], [3.795, -1.440, 0.335], [-1.848, -0.010, 3.228], [-0.912, -0.224, 5.522], [1.458, -0.876, 5.808], [-2.542, -1.640, 0.539], [1.632, 4.577, -0.794], [1.590, 2.337, -0.616], [-0.431, 2.224, 1.012], [3.131, 2.222, 0.994]],
  "forces_ev_per_a": [[-0.4, 0.1, -0.6], [0.1, 0.0, 0.0], [-0.1, 0.0, 0.0], [0.0, 0.0, 0.0], [-0.2, 0.1, 0.1], [0.1, -0.1, 0.0], [0.0, 0.0, 0.0], [0.0, 0.0, 0.0], [0.0, -0.1, 0.0], [0.0, 0.0, 0.0], [-0.1, 0.0, 0.0], [0.0, 0.0, 0.0], [0.1, 0.0, 0.0], [-0.3, -0.1, 0.1], [0.0, 0.3, 0.1], [0.2, -0.2, 0.1], [0.0, 0.0, 0.0], [0.0, 0.0, 0.0], [0.1, 0.0, 0.0], [0.0, 0.0, 0.0], [-0.2, 0.0, -0.1], [0.1, -0.2, 0.0], [0.0, 0.1, 0.0], [0.0, 0.0, -0.1], [0.0, 0.0, 0.0], [-0.1, 0.1, 0.2], [0.0, 0.0, 0.0], [0.0, 0.0, 0.0], [0.0, 0.0, 0.0], [0.0, 0.0, 0.0], [0.0, 0.0, 0.0], [0.0, 0.0, 0.0], [0.0, 0.0, 0.0], [0.0, 0.0, 0.0], [0.0, 0.0, 0.0], [0.0, 0.0, 0.0], [0.0, 0.0, 0.0], [0.0, 0.0, 0.0], [0.0, 0.0, 0.0], [0.0, 0.0, 0.0], [0.0, 0.0, 0.0], [0.0, 0.0, 0.0], [0.0, 0.0, 0.0], [0.0, 0.0, 0.0], [0.0, 0.0, 0.0], [0.0, 0.0, 0.0], [0.0, 0.0, 0.0], [0.0, 0.0, 0.0], [0.0, 0.0, 0.0], [0.0, 0.0, 0.0], [-0.1, 0.0, 0.0], [0.0, 0.0, 0.0], [0.0, 0.0, 0.0], [0.0, 0.0, 0.0], [0.0, 0.0, 0.0], [0.0, 0.0, 0.0], [0.0, 0.0, 0.0], [0.0, 0.0, 0.0], [0.0, 0.0, 0.0], [0.0, 0.0, 0.0], [0.0, 0.0, 0.0], [0.0, 0.0, 0.0], [0.0, 0.0, 0.0], [0.0, 0.0, 0.0], [0.0, 0.0, 0.0], [0.0, -0.1, 0.0], [0.0, 0.1, 0.0], [0.0, -0.1, 0.0], [0.0, 0.1, -0.1], [0.0, -0.4, 0.3], [0.0, 0.1, 0.0], [0.0, -0.1, 0.0], [0.0, 0.4, 0.0], [-0.2, 0.1, -0.5], [0.0, -0.1, 0.4], [0.0, 0.0, -0.3], [0.2, 0.0, 0.1], [-0.2, 0.2, -0.2], [0.6, 0.1, 0.3], [-0.2, -0.1, 0.0], [0.2, 0.1, -0.1], [-0.1, -0.1, 0.0], [0.0, 0.0, 0.0], [0.1, 0.0, -0.1], [0.1, 0.0, 0.2], [0.0, 0.0, 0.0], [0.0, 0.0, 0.0], [0.0, 0.0, 0.0], [0.0, 0.0, -0.1], [0.0, 0.0, 0.0], [0.0, 0.0, 0.0], [0.0, 0.0, 0.0], [0.0, 0.0, 0.0], [0.0, 0.0, 0.0], [0.0, 0.0, 0.0], [0.0, 0.0, 0.0], [0.0, 0.0, 0.0], [-0.4, -0.5, 0.0], [0.0, -0.1, 0.0], [0.4, 0.4, -0.1], [0.1, 0.1, 0.1], [0.0, -0.1, 0.1]]
}

---

Question: Which formula does entry 4 have?
Answer: C40H48Cl3GeHfN4O2P2Se